[1]
Formula: C14H30Br4IO4PSi2
Source: the Open Molecules 2025 dataset
Level of theory: the ωB97M-V functional and the def2-TZVPD basis

The charge is 0. The value obtained for the HOMO energy is -9.294 eV. For the LUMO energy, the calculation gives 0.40 eV. Its HOMO-LUMO gap is 9.7 eV. Its total energy is -12366.603991 a.u.

Geometry as XYZ:
```
56
C14H30Br4IO4PSi2 | the Open Molecules 2025 dataset | the ωB97M-V functional and the def2-TZVPD basis
C -0.73 2.23 2.88
C -1.17 1.14 2.62
Si -1.78 -0.49 2.01
C -2.00 -1.61 3.51
C -3.25 -1.32 4.34
C -3.44 0.14 4.74
I -3.02 -2.42 6.22
O -0.52 -1.14 1.12
Si -0.73 -1.28 -0.53
C -1.29 0.29 -1.39
C -1.32 0.17 -2.94
C -0.50 1.56 -1.00
C 1.03 1.43 -1.14
C 1.60 2.86 -1.36
P 1.15 -2.22 -1.32
O 2.21 -1.96 -0.32
O 1.66 -1.66 -2.73
O 0.88 -3.81 -1.45
H -0.04 3.03 3.05
H -3.03 -0.36 1.24
H -2.05 -2.66 3.21
H -1.09 -1.52 4.11
H -4.17 -1.70 3.89
H -4.25 0.27 5.46
H -3.70 0.78 3.88
H -2.54 0.53 5.22
H -1.82 -2.28 -0.72
H -2.32 0.47 -1.08
H -0.67 -0.62 -3.35
H -2.34 -0.07 -3.26
H -1.03 1.10 -3.43
H -0.81 2.36 -1.69
H -0.71 1.92 0.01
H 1.50 0.99 -0.25
H 1.26 0.88 -2.06
H 1.03 3.61 -0.80
H 2.64 2.93 -1.03
H 1.54 3.15 -2.41
H 2.57 -1.35 -2.59
H 0.51 -4.09 -0.60
Br 2.33 -4.56 0.69
C 2.11 -6.38 1.36
C 3.41 -7.15 1.33
Br 3.86 -7.72 -0.47
H 1.33 -6.85 0.76
H 1.76 -6.27 2.39
H 3.32 -8.06 1.91
H 4.25 -6.56 1.70
Br 2.36 7.62 -2.10
C 1.81 6.81 -3.78
C 0.31 6.81 -3.92
Br -0.50 5.42 -2.83
H 2.24 5.82 -3.81
H 2.26 7.43 -4.55
H 0.03 6.57 -4.94
H -0.15 7.75 -3.63
```

---

[2]
Formula: C32H37F24N4O6PS
Source: the Open Molecules 2025 dataset
Level of theory: the ωB97M-V functional and the def2-TZVPD basis

The charge is 0. The value obtained for the HOMO energy is -8.042 eV. For the LUMO energy, the calculation gives -1.45 eV. Its HOMO-LUMO gap is 6.6 eV. Its total energy is -5047.768166 a.u.

Geometry as XYZ:
```
105
C32H37F24N4O6PS | the Open Molecules 2025 dataset | the ωB97M-V functional and the def2-TZVPD basis
C -0.66 -7.69 -1.62
C -1.17 -6.57 -0.54
C -0.45 -6.57 0.94
N -2.13 -5.59 -0.78
C -1.29 -4.30 -0.80
N -0.13 -4.27 -1.77
C 0.58 -2.96 -1.60
C 1.91 -2.71 -2.58
C 2.86 -1.38 -2.55
C 2.46 -0.18 -1.46
C 3.46 1.13 -1.39
C 5.01 0.70 -0.94
C 5.05 -0.57 0.10
N 6.48 -0.92 0.54
C 1.14 -0.39 -0.51
C 0.70 0.77 0.61
C 1.41 0.34 2.02
C 0.44 -0.50 3.05
S -1.21 0.33 3.40
C 0.20 -1.75 -0.58
N -1.00 -1.82 0.33
C -1.75 -3.11 0.21
P -3.31 -3.32 1.35
O -3.21 -2.21 2.51
O -4.78 -2.88 0.46
O -3.50 -4.93 1.99
H 0.35 -8.16 -1.19
H -0.37 -7.26 -2.68
H -1.40 -8.63 -1.72
H -1.27 -6.25 1.72
H 0.10 -7.57 1.18
H 0.39 -5.72 0.91
H 2.18 -3.57 -3.36
H 3.80 -1.26 -3.27
H 3.57 1.60 -2.47
H 3.08 1.98 -0.68
H 5.69 0.49 -1.90
H 5.50 1.63 -0.39
H 4.62 -1.58 -0.36
H 4.40 -0.36 1.05
H 6.66 -0.50 1.49
H 6.56 -1.97 0.59
H 1.12 1.81 0.26
H -0.47 0.88 0.66
H 2.31 -0.39 1.73
H 1.92 1.30 2.53
H 0.99 -0.61 4.09
H 0.34 -1.60 2.61
H -1.91 -0.40 4.39
H -4.86 -3.49 -0.35
H -4.19 -5.36 1.37
F -0.95 5.39 0.33
C -1.00 4.05 0.44
F 0.29 3.61 0.33
C -1.88 3.40 -0.63
F -1.37 3.59 -1.87
F -1.86 2.04 -0.42
C -3.35 3.84 -0.61
O -3.71 4.88 -1.52
C -3.44 6.21 -1.07
F -3.16 6.18 0.25
F -4.63 6.88 -1.18
C -2.37 6.92 -1.90
F -1.21 6.23 -1.92
F -2.08 8.15 -1.39
H -1.35 3.79 1.45
H -3.93 2.97 -0.95
H -3.72 4.04 0.40
H -2.70 7.05 -2.94
F 4.31 2.17 -6.31
C 4.51 1.00 -5.66
F 3.43 0.82 -4.85
C 5.80 1.00 -4.84
F 5.74 1.91 -3.83
F 5.92 -0.22 -4.23
C 7.08 1.23 -5.65
O 7.58 2.57 -5.69
C 6.98 3.42 -6.66
F 6.25 2.66 -7.52
F 8.00 3.92 -7.40
C 6.18 4.57 -6.04
F 5.21 4.11 -5.20
F 5.54 5.30 -6.99
H 4.52 0.18 -6.39
H 7.87 0.66 -5.14
H 7.03 0.78 -6.65
H 6.83 5.24 -5.47
F -8.04 -1.02 6.44
C -7.61 -2.27 6.15
F -8.21 -3.10 7.06
C -6.09 -2.41 6.22
F -5.63 -2.21 7.48
F -5.77 -3.71 5.91
C -5.32 -1.51 5.25
O -4.82 -0.28 5.79
C -5.76 0.80 5.83
F -6.84 0.46 5.08
F -5.17 1.84 5.18
C -6.13 1.22 7.26
F -6.62 0.18 7.98
F -7.09 2.18 7.25
H -7.99 -2.55 5.16
H -4.41 -2.06 4.97
H -5.84 -1.35 4.30
H -5.26 1.61 7.79
```